Entry 1:
Here is a 6-piece molecular cluster, C8H26IN6O13P2S overall from the OMol25 dataset. Energies are from wB97M-V/def2-TZVPD.

Computed properties:
relative energy (zero: lowest compared OMol25 entry of this formula, charge and spin): 0.0 kJ/mol
highest occupied orbital energy: -0.4366 hartree
Kohn-Sham gap: 8.19 eV

The geometry in ORCA input format:
```
! RIJCOSX wB97M-V def2-TZVPD def2/J DEFGRID3
* xyz 1 1
C 2.540 1.596 -0.083
C 2.179 1.326 -1.549
S 0.400 1.541 -1.904
C -0.320 0.461 -0.637
P -1.815 -0.235 -1.331
N -2.572 -1.205 -0.202
I -1.269 -1.549 -3.212
P -3.269 1.310 -1.948
O -4.133 0.723 -2.958
O -2.524 2.607 -2.434
O -3.968 1.668 -0.561
H 2.640 0.651 0.442
H 1.758 2.182 0.393
H 3.474 2.144 -0.026
H 2.635 2.045 -2.222
H 2.440 0.313 -1.841
H -0.574 1.013 0.268
H 0.344 -0.370 -0.396
H -3.435 -1.564 -0.613
H -2.863 -0.618 0.585
H -2.300 3.232 -1.733
H -4.781 2.137 -0.823
C -3.150 3.878 2.746
N -3.011 2.408 2.542
O -3.895 1.683 2.939
O -2.003 2.017 1.986
H -4.089 4.072 3.248
H -2.308 4.203 3.348
H -3.122 4.343 1.765
C 1.201 -3.658 2.217
N 0.948 -2.550 1.259
O 1.037 -2.784 0.073
O 0.673 -1.463 1.728
H 1.436 -4.549 1.649
H 2.033 -3.353 2.844
H 0.301 -3.783 2.810
C 5.534 -2.052 -2.046
N 4.764 -1.735 -0.811
O 4.023 -2.585 -0.362
O 4.923 -0.634 -0.328
H 5.298 -3.064 -2.344
H 5.243 -1.333 -2.806
H 6.588 -1.946 -1.810
C 4.248 -4.566 -5.441
N 4.803 -3.194 -5.267
O 4.094 -2.251 -5.545
O 5.938 -3.113 -4.847
H 3.237 -4.479 -5.818
H 4.893 -5.088 -6.141
H 4.275 -5.051 -4.470
C -5.791 2.444 5.707
N -5.150 3.783 5.632
O -5.824 4.722 5.269
O -3.966 3.837 5.898
H -6.830 2.545 5.418
H -5.243 1.810 5.018
H -5.693 2.080 6.725
*
```

Entry 2:
Here is C32H39IN4O7Ru as an isolated structure in a non-equilibrium geometry from the OMol25 dataset. Energies are from wB97M-V/def2-TZVPD.

Computed properties:
relative energy (zero: lowest compared OMol25 entry of this formula, charge and spin): 117.9 kJ/mol
highest occupied orbital energy (spin up / spin down): -0.3707 / -0.3708 hartree
Kohn-Sham gap (spin up / spin down): 7.70 / 6.13 eV
expectation value of S²: 8.7594

The geometry in ORCA input format:
```
! RIJCOSX wB97M-V def2-TZVPD def2/J DEFGRID3
* xyz 1 6
Ru -0.839 0.142 -0.983
C -2.747 4.553 0.648
N -3.645 3.496 0.182
C -5.072 3.794 0.113
C -3.131 2.345 -0.250
O -1.915 2.129 -0.278
C -4.112 1.289 -0.724
O -3.381 0.124 -1.030
C -4.015 -1.113 -0.750
C -3.055 -1.959 0.071
O -1.853 -1.685 0.083
N -3.551 -3.005 0.732
C -2.666 -3.811 1.572
C -4.931 -3.459 0.632
H -3.149 4.985 1.563
H -2.647 5.337 -0.105
H -1.769 4.130 0.848
H -5.253 4.721 0.648
H -5.673 3.018 0.587
H -5.409 3.926 -0.917
H -4.644 1.651 -1.609
H -4.839 1.095 0.067
H -4.230 -1.626 -1.690
H -4.946 -0.957 -0.206
H -1.751 -3.263 1.765
H -2.424 -4.753 1.078
H -3.173 -4.021 2.513
H -5.408 -3.100 -0.277
H -5.518 -3.143 1.497
H -4.935 -4.547 0.595
C -1.798 -4.286 -2.280
C -0.361 -3.933 -2.031
N 0.492 -4.893 -1.785
C 1.805 -4.624 -1.629
C 2.319 -3.362 -1.749
C 3.800 -3.133 -1.635
O 4.052 -2.145 -0.633
C 1.422 -2.295 -1.977
C 1.908 -0.964 -2.198
N 1.141 0.066 -2.210
C 1.618 1.363 -2.488
C 2.898 1.805 -2.161
C 3.266 3.119 -2.385
C 2.366 4.021 -2.940
C 1.088 3.602 -3.275
C 0.740 2.285 -3.043
I -1.214 1.624 -3.523
C 0.037 -2.551 -2.095
O -0.854 -1.630 -2.312
H -1.986 -5.303 -1.944
H -2.018 -4.224 -3.349
H -2.460 -3.585 -1.776
H 2.443 -5.475 -1.420
H 4.200 -2.801 -2.601
H 4.284 -4.079 -1.387
H 4.986 -2.158 -0.405
H 2.967 -0.842 -2.420
H 3.583 1.121 -1.674
H 4.257 3.449 -2.103
H 2.651 5.052 -3.104
H 0.377 4.289 -3.712
C 5.337 1.393 4.508
C 4.097 1.228 3.671
C 3.620 -0.026 3.333
C 2.482 -0.203 2.547
C 2.080 -1.618 2.203
C 1.820 0.939 2.072
C 2.270 2.226 2.423
C 1.535 3.481 2.016
C 3.394 2.342 3.223
C 0.698 0.790 1.097
O -0.248 -0.034 1.250
O 0.729 1.470 0.028
H 5.924 0.476 4.528
H 5.081 1.649 5.538
H 5.962 2.197 4.117
H 4.141 -0.908 3.692
H 2.360 -2.287 3.016
H 2.610 -1.948 1.305
H 1.015 -1.712 2.024
H 1.309 3.489 0.953
H 2.130 4.361 2.257
H 0.591 3.557 2.562
H 3.735 3.333 3.507
*
```

Entry 3:
Here is a 4-piece molecular cluster, C2H12O4 overall in a non-equilibrium geometry from the OMol25 dataset. Energies are from wB97M-V/def2-TZVPD.

Computed properties:
relative energy (zero: lowest compared OMol25 entry of this formula, charge and spin): 175.6 kJ/mol
highest occupied orbital energy: -0.3823 hartree
Kohn-Sham gap: 10.99 eV
structure (SMILES): CO.CO.O.O

The geometry in ORCA input format:
```
! RIJCOSX wB97M-V def2-TZVPD def2/J DEFGRID3
* xyz 0 1
C 2.423 -4.808 0.422
O 1.163 -5.184 -0.146
H 2.285 -3.963 1.098
H 2.940 -5.625 0.926
H 3.083 -4.444 -0.366
H 0.753 -5.730 0.528
C -1.978 4.503 1.532
O -0.856 5.283 1.874
H -1.835 3.553 1.019
H -2.575 4.186 2.387
H -2.756 5.020 0.971
H -0.225 4.758 2.372
O -2.942 -1.872 -0.706
H -2.444 -2.617 -0.370
H -2.378 -1.490 -1.378
O 1.473 2.659 -3.575
H 1.967 2.272 -2.852
H 1.902 3.499 -3.736
*
```

Entry 4:
Here is C7H10O in the gas phase in a non-equilibrium geometry from the OMol25 dataset. Energies are from wB97M-V/def2-TZVPD.

Computed properties:
relative energy (zero: lowest compared OMol25 entry of this formula, charge and spin): 214.0 kJ/mol
highest occupied orbital energy: -0.3396 hartree
Kohn-Sham gap: 9.90 eV
structure (SMILES): CC=C=C(C)C(C)=O

The geometry in ORCA input format:
```
! RIJCOSX wB97M-V def2-TZVPD def2/J DEFGRID3
* xyz 0 1
C -2.655 0.102 0.421
C -1.615 -0.547 -0.438
C -0.335 -0.534 -0.173
C 0.956 -0.507 0.168
C 1.623 -1.606 1.027
C 1.701 0.529 -0.523
C 0.864 1.720 -0.962
O 2.905 0.479 -0.557
H -3.559 0.388 -0.119
H -3.024 -0.672 1.116
H -2.203 0.942 0.977
H -1.922 -1.156 -1.189
H 1.369 -2.456 0.556
H 2.674 -1.324 0.947
H 1.323 -1.365 2.060
H 0.094 1.974 -0.243
H 1.479 2.544 -1.240
H 0.326 1.489 -1.828
*
```

Entry 5:
Here is C20H28F3NO2S in the gas phase from the OMol25 dataset. Energies are from wB97M-V/def2-TZVPD.

Computed properties:
relative energy (zero: lowest compared OMol25 entry of this formula, charge and spin): 6.5 kJ/mol
highest occupied orbital energy: -0.3005 hartree
Kohn-Sham gap: 8.93 eV
structure (SMILES): CCOC(=O)C1(Cc2ccccc2C(F)(F)F)CCN([C@H](C)CSC)CC1

The geometry in ORCA input format:
```
! RIJCOSX wB97M-V def2-TZVPD def2/J DEFGRID3
* xyz 0 1
C 1.085 1.825 4.483
C 1.956 2.270 3.318
O 1.274 2.119 2.073
C 1.285 0.902 1.514
O 1.876 -0.035 1.985
C 0.476 0.883 0.222
C 1.134 1.846 -0.803
C 2.422 1.326 -1.374
C 3.535 1.203 -0.547
C 4.731 0.688 -1.007
C 4.850 0.290 -2.328
C 3.775 0.438 -3.182
C 2.571 0.954 -2.714
C 1.461 1.160 -3.710
F 1.795 0.782 -4.952
F 0.331 0.487 -3.420
F 1.098 2.457 -3.810
C 0.386 -0.547 -0.319
C -0.450 -1.450 0.603
N -1.781 -0.945 0.889
C -2.745 -1.193 -0.185
C -3.944 -0.249 -0.193
C -3.259 -2.625 0.009
S -4.161 -3.210 -1.467
C -4.554 -4.882 -0.883
C -1.680 0.390 1.436
C -0.946 1.382 0.522
H 1.600 2.019 5.420
H 0.882 0.759 4.409
H 0.141 2.366 4.476
H 2.880 1.682 3.293
H 2.192 3.334 3.386
H 0.407 2.037 -1.590
H 1.326 2.795 -0.297
H 3.460 1.523 0.480
H 5.571 0.600 -0.336
H 5.777 -0.119 -2.696
H 3.868 0.155 -4.219
H -0.070 -0.521 -1.308
H 1.386 -0.974 -0.410
H -0.528 -2.437 0.148
H 0.070 -1.562 1.558
H -2.263 -1.136 -1.175
H -3.657 0.771 -0.430
H -4.454 -0.267 0.767
H -4.639 -0.590 -0.958
H -3.937 -2.667 0.863
H -2.435 -3.318 0.176
H -3.633 -5.425 -0.686
H -5.160 -4.819 0.017
H -5.112 -5.370 -1.675
H -2.673 0.766 1.676
H -1.127 0.299 2.378
H -0.907 2.364 0.994
H -1.487 1.472 -0.422
*
```

Entry 6:
Here is C12H8LiO10 as an isolated structure in a non-equilibrium geometry from the OMol25 dataset. Energies are from wB97M-V/def2-TZVPD.

Computed properties:
highest occupied orbital energy: 0.0566 hartree
Kohn-Sham gap: 4.10 eV

The geometry in ORCA input format:
```
! RIJCOSX wB97M-V def2-TZVPD def2/J DEFGRID3
* xyz -3 1
Li 13.361 12.687 -12.912
C 12.442 10.744 -9.128
C 12.855 11.237 -10.411
C 14.378 11.332 -10.719
O 14.704 11.649 -11.880
C 15.267 11.184 -9.622
C 14.846 10.810 -8.361
C 13.374 10.487 -8.120
O 12.972 10.061 -6.993
O 15.665 10.796 -7.395
O 12.038 11.664 -11.252
H 11.380 10.644 -8.971
H 16.318 11.410 -9.763
C 11.128 9.417 -16.890
C 11.217 9.879 -15.534
C 11.970 11.206 -15.263
O 12.157 11.600 -14.097
C 12.326 12.027 -16.386
C 12.162 11.563 -17.700
C 11.611 10.173 -17.967
O 11.632 9.665 -19.129
O 12.535 12.288 -18.671
O 10.704 9.281 -14.587
H 10.718 8.445 -17.121
H 12.790 12.994 -16.251
O 12.739 14.585 -12.934
H 12.754 14.933 -13.833
H 12.254 15.231 -12.415
O 14.849 13.134 -14.374
H 14.840 13.364 -15.310
H 15.724 13.381 -14.054
*
```